Record 1
ORCA calculation (ωB97M-V/def2-TZVPD) on a 4-piece molecular cluster, C21H53N3O7 overall.

Each line ends with the Löwdin charge.
Element x y z (Å)
C (-1.894, 7.541, -7.387)  -0.0720
O (-2.753, 7.432, -6.208)  -0.1958
C (-3.614, 8.509, -6.053)  -0.2767
C (-4.541, 8.358, -4.860)  -0.1898
N (-3.885, 8.495, -3.554)  -0.0427
C (-4.536, 7.953, -2.311)  -0.1943
C (-4.616, 6.485, -2.262)  -0.2484
O (-3.273, 6.040, -2.327)  -0.1789
C (-2.964, 4.922, -1.488)  -0.1072
H (-2.491, 7.499, -8.298)  0.0842
H (-1.287, 6.638, -7.441)  0.0809
H (-1.194, 8.370, -7.282)  0.0866
H (-4.098, 8.612, -7.024)  0.1131
H (-3.028, 9.427, -6.102)  0.1161
H (-4.900, 7.344, -5.038)  0.1053
H (-5.398, 9.023, -4.963)  0.1172
H (-2.911, 8.234, -3.499)  0.1005
H (-5.482, 8.471, -2.157)  0.1178
H (-3.860, 8.168, -1.483)  0.1186
H (-5.143, 6.174, -3.164)  0.1132
H (-5.107, 6.008, -1.414)  0.1233
H (-2.008, 4.407, -1.579)  0.0685
H (-3.718, 4.149, -1.638)  0.0778
H (-3.111, 4.960, -0.409)  0.0815
C (2.048, -4.076, -0.454)  -0.1094
O (2.926, -4.399, 0.626)  -0.1965
C (4.144, -4.925, 0.107)  -0.2089
C (5.110, -5.308, 1.208)  -0.2166
N (6.520, -5.144, 0.816)  -0.0559
C (7.431, -5.590, 1.921)  -0.2001
C (7.952, -4.459, 2.768)  -0.2100
O (6.892, -3.502, 2.980)  -0.2092
C (7.170, -2.408, 3.873)  -0.0862
H (1.851, -4.933, -1.099)  0.0882
H (2.355, -3.239, -1.081)  0.0824
H (1.157, -3.704, 0.051)  0.0684
H (4.433, -3.946, -0.275)  0.1217
H (4.063, -5.706, -0.649)  0.1260
H (5.012, -6.329, 1.578)  0.1100
H (5.003, -4.762, 2.146)  0.1100
H (6.622, -4.141, 0.881)  0.0829
H (8.329, -5.971, 1.436)  0.1081
H (6.959, -6.419, 2.448)  0.1127
H (8.675, -3.914, 2.160)  0.1233
H (8.443, -4.956, 3.604)  0.1242
H (8.115, -2.636, 4.366)  0.0740
H (6.530, -2.172, 4.723)  0.0829
H (7.374, -1.482, 3.336)  0.0824
C (-2.988, -5.941, 2.149)  -0.1661
O (-3.211, -4.603, 1.996)  -0.2136
C (-2.177, -3.981, 1.120)  -0.1483
C (-2.668, -2.530, 0.824)  -0.1762
N (-2.829, -1.730, 2.062)  -0.0357
C (-1.479, -1.541, 2.679)  -0.1927
C (-1.378, -2.103, 4.090)  -0.2155
O (-1.192, -1.109, 5.121)  -0.1812
C (-0.996, -1.735, 6.418)  -0.0918
H (-2.881, -6.456, 1.195)  0.0864
H (-3.791, -6.473, 2.660)  0.0876
H (-2.126, -6.026, 2.810)  0.0877
H (-2.009, -4.600, 0.239)  0.1152
H (-1.304, -4.076, 1.766)  0.1040
H (-3.593, -2.714, 0.278)  0.1155
H (-2.046, -1.943, 0.148)  0.0800
H (-3.374, -2.300, 2.693)  0.0771
H (-1.314, -0.465, 2.731)  0.1100
H (-0.703, -1.853, 1.981)  0.0762
H (-0.706, -2.961, 4.084)  0.1169
H (-2.277, -2.673, 4.327)  0.1083
H (-0.001, -2.179, 6.433)  0.0796
H (-1.762, -2.497, 6.562)  0.0818
H (-0.949, -1.043, 7.260)  0.0819
C (0.308, -0.683, -0.037)  -0.0658
C (-0.569, 0.242, -0.853)  -0.5038
C (-0.038, 1.613, -1.366)  -0.0377
O (-0.902, -0.516, -1.964)  -0.0417
H (1.304, -0.683, -0.481)  0.0821
H (-0.061, -1.698, -0.189)  0.0581
H (0.510, -0.312, 0.967)  0.0856
H (-1.414, 0.426, -0.189)  0.1264
H (0.798, 1.549, -2.063)  0.0792
H (0.449, 2.071, -0.505)  0.0781
H (-0.720, 2.299, -1.869)  0.0614
H (-1.208, 0.126, -2.608)  0.0879

- Frontier orbital gap: 9.1 eV
- Maximum force: 2.9 eV/A
- E: -1522.56746 Ha
- Energy above the lowest of the compared OMol25 structures with the same formula, charge and spin: 76.21 kcal/mol
- SMILES string: COCCNCCOC.COCCNCCOC.COCCNCCOC.CC(C)O
- 2S+1: 1

=====

Record 2
ORCA calculation (ωB97M-V/def2-TZVPD) on a 2-piece molecular cluster, C6H9N overall.

Each line ends with the Löwdin charge.
Element x y z (Å)
C (1.275, 0.780, -0.521)  0.0734
C (0.110, 1.039, -1.120)  -0.3622
C (-0.974, 0.025, -1.379)  -0.0613
C (-0.150, 2.379, -1.595)  -0.2036
N (-0.382, 3.442, -1.994)  0.1507
H (2.023, 1.553, -0.370)  0.0792
H (1.497, -0.219, -0.161)  0.0537
H (-1.059, -0.175, -2.452)  0.0885
H (-1.945, 0.395, -1.035)  0.0887
H (-0.751, -0.911, -0.860)  0.0638
C (-0.485, -1.004, 1.931)  -0.0939
C (0.602, -1.768, 1.900)  -0.0896
H (-1.475, -1.409, 1.737)  0.0542
H (-0.429, 0.062, 2.143)  0.0570
H (1.591, -1.359, 2.099)  0.0506
H (0.552, -2.831, 1.678)  0.0507

- Frontier orbital gap: 10.8 eV
- Maximum force: 1.1 eV/A
- E: -288.70861 Ha
- Energy above the lowest of the compared OMol25 structures with the same formula, charge and spin: 46.08 kcal/mol
- SMILES string: C=C(C)C#N.C=C
- 2S+1: 1